No. 1
# C43H82F2O26S5

14 unconnected molecules or ions with the total composition C43H82F2O26S5 at a distorted geometry (ωB97M-V with the def2-TZVPD basis set, the Open Molecules 2025 dataset).

As for the charge: 0. The orbital gap comes out at 0.328 Ha.

XYZ file:
```
158
Properties=species:S:1:pos:R:3:forces:R:3
S -6.436324 0.899556 -0.043996 -0.549 2.526 -1.256
S -2.360708 5.138963 -0.688989 0.731 0.687 0.889
S 6.435510 -3.698415 0.663901 -0.534 -0.095 -0.159
S 0.890991 -4.156905 2.380595 0.257 1.677 0.095
S 2.835878 4.469743 1.932301 -0.259 0.915 0.354
F -2.091847 0.097916 -0.029269 -0.538 0.381 0.567
F -3.687755 1.635277 3.535165 0.535 -0.072 -0.533
O 3.213761 0.567687 -3.656206 -0.743 0.638 -0.614
O -2.664246 -0.360948 -4.761144 -0.909 2.065 2.138
O -0.225363 -6.541368 -2.875761 -1.530 -0.544 0.287
O 1.366828 -4.961551 -2.953693 0.114 -0.724 0.390
O -4.478078 -4.156976 -0.930713 -1.370 1.961 -1.347
O 4.615814 0.902118 3.758489 -1.564 -0.974 -2.931
O -1.761560 -1.236183 -6.409028 -0.387 0.649 -1.080
O -3.021180 -2.049230 6.209429 -0.462 -0.878 -0.390
O 4.442293 0.512943 1.468744 -0.431 -0.321 1.057
O 1.090271 4.877913 -2.311913 1.133 0.510 0.368
O -7.070406 1.361696 -1.358070 0.534 -1.055 1.319
O -3.602682 5.160369 0.145498 0.257 -0.348 -0.228
O -3.798644 -1.350762 4.196361 0.034 -0.317 1.090
O 1.602029 -6.985137 -1.959275 3.309 -0.743 0.617
O 3.153342 5.961111 -2.446802 -2.269 -0.219 0.648
O -2.670486 -3.363475 4.398483 -1.865 2.232 1.201
O 7.552341 -2.797997 0.280024 -0.269 0.295 -0.101
O 2.379389 -3.994142 2.366976 0.102 -0.406 0.033
O 2.372728 -0.201277 -5.652276 0.418 0.282 0.420
O 1.244443 1.239542 -4.335412 1.390 0.199 1.440
O -3.720340 -4.835937 0.977384 -0.848 0.668 -1.567
O 2.589386 0.558070 2.672607 1.109 -0.156 0.187
O -2.401887 -5.057033 -0.874489 -1.965 1.024 0.973
O -1.585756 -2.337072 -4.386562 -0.720 2.605 -1.921
O 1.124632 7.012138 -2.606653 -0.848 -0.582 -0.779
O 1.660443 3.882640 1.228438 0.284 -0.183 -0.409
C 1.528472 8.365484 -2.411507 0.578 -0.538 2.193
C -3.460598 -4.684373 -0.344712 3.771 -2.043 0.760
C 5.507715 -3.015956 2.055193 -0.265 -0.500 0.655
C 1.566171 0.220017 -0.261759 -1.637 0.947 -0.720
C 3.063828 -6.773703 -1.757554 -0.252 0.398 1.281
C 0.296019 -2.396135 2.311581 -1.108 0.270 -0.078
C -1.634552 3.618803 5.814129 -1.009 -0.346 -1.409
C -2.770588 -5.375912 1.866584 0.132 -0.739 0.754
C -4.643189 1.267114 -0.272038 -0.976 -0.090 0.929
C -2.585855 2.217827 4.048057 0.335 0.963 1.556
C -1.229806 -5.767463 -3.568249 0.835 -0.086 -0.701
C 1.862221 0.209477 3.912264 1.109 -0.622 -1.513
C 0.229940 0.643311 -0.021654 0.677 -0.908 0.514
C 3.738228 5.720926 0.896735 -0.783 -0.233 0.470
C 1.924196 5.949252 -2.408494 1.083 -0.001 -1.025
C 0.963430 -6.066132 -2.623481 -0.442 2.264 -1.064
C -4.294911 -3.553842 -2.247456 0.627 -0.071 -0.775
C 4.466845 -0.100463 -3.815045 -0.079 -0.199 -0.012
C -0.953925 5.393965 0.563498 -1.033 0.044 -0.831
C 0.315524 1.433985 -5.364658 -0.695 -0.408 -0.259
C -0.993940 -2.156274 -7.152313 1.526 -1.166 1.200
C 5.067370 -3.587049 -0.553453 0.228 -0.072 0.469
C -2.774309 2.956342 5.220589 1.788 1.406 -0.191
C 0.415161 -4.698320 0.718715 0.184 0.048 0.297
C -2.085312 3.414047 -1.200411 -0.111 -0.030 -0.501
C 2.302806 0.469847 -4.653548 -0.121 -0.253 0.251
C -3.024412 -0.177249 -3.361944 -0.341 -0.369 0.477
C -0.821405 -0.243550 -0.276452 1.574 -0.108 -0.942
C -6.813325 2.347038 1.087631 0.102 -0.088 -0.359
C 1.672738 3.575402 -2.022552 -0.200 -0.201 -0.779
C 2.036588 5.700198 3.039005 0.260 -0.342 0.398
C -3.200156 -2.360811 4.891862 2.180 -0.106 -0.705
C -1.302606 2.135545 3.515558 -0.341 -1.277 -0.593
C -0.371368 3.550588 5.219607 -0.669 -0.892 0.789
C 1.773184 -0.962318 -0.939765 -0.072 -0.034 -0.080
C 0.699090 -1.761080 -1.301201 -0.551 -0.541 0.354
C -0.622079 -1.456267 -0.931816 1.042 0.566 0.409
C -0.219369 2.732805 4.111903 0.119 0.720 0.144
C 5.875569 0.458696 1.314642 0.252 0.713 0.715
C 3.965370 0.652948 2.726214 0.021 0.805 2.062
C -3.265151 -0.744384 6.748489 -0.342 0.950 -0.784
C -3.915348 -1.507902 2.787056 -0.310 -0.750 -0.686
C -1.942480 -1.375441 -5.112485 0.951 -3.813 1.414
H 1.252195 -4.523709 0.042704 -0.097 0.489 0.001
H 6.079243 0.077557 0.313975 -0.057 0.037 0.270
H 4.867853 -2.548875 -0.818934 0.072 -0.006 0.036
H 0.743617 2.562028 3.653752 0.076 0.191 -0.020
H -3.432985 -1.092415 -2.933408 -0.173 0.033 -0.436
H 2.288255 3.203669 -2.841734 0.422 0.533 0.067
H 2.360427 8.747710 -3.002994 -0.266 -0.347 -0.259
H -3.748806 0.632103 -3.270784 -0.163 -0.228 -0.687
H -1.111847 -4.692475 -3.431966 -0.020 -0.171 0.261
H 4.916935 0.067659 -4.793436 -0.325 -0.160 -0.113
H -3.077215 -0.624195 7.815410 0.524 -1.078 -0.057
H -0.850128 -1.893379 -8.200318 -0.701 0.369 0.279
H 5.285360 -4.190669 -1.434489 0.206 0.146 0.065
H -0.179449 0.473988 -5.511308 0.192 0.147 -0.906
H 3.661432 -6.174542 -2.444557 -0.899 -0.416 -1.063
H -4.510537 2.215629 -0.792459 -0.324 -0.288 -0.252
H 6.212218 -2.941156 2.883546 0.117 0.247 -0.113
H -0.788484 -2.320405 2.232756 -0.327 -0.690 -0.534
H 1.599808 5.226326 3.918070 0.057 -0.572 -0.234
H 1.801594 8.315042 -1.357485 0.788 0.734 0.123
H 2.342908 0.953207 -0.102027 0.192 -0.254 0.334
H 0.859811 1.864679 -6.205099 -0.537 -0.331 -0.377
H 1.194567 6.129538 2.496075 0.345 0.326 -0.181
H -4.173943 -2.549575 2.596915 0.454 -0.014 -0.355
H -1.050571 -6.000045 -4.617955 -0.276 0.195 -0.168
H 4.793175 -3.781050 2.358792 -0.009 -0.295 -0.143
H 4.214056 -4.017027 -0.028977 -0.174 0.072 -0.048
H 0.946212 -2.675141 -1.820655 -0.349 -0.217 -0.154
H -1.019892 1.507147 2.683938 -0.649 -0.148 -0.381
H -7.854626 2.420538 1.401298 -0.066 -0.885 0.000
H 3.084311 6.417835 0.372508 -0.309 -0.215 0.047
H -4.686318 -4.215693 -3.020032 -0.050 -0.050 0.257
H 6.366371 -0.114100 2.101488 -0.353 -0.497 -0.211
H -0.010395 -2.159155 -6.682489 0.302 -0.076 -0.217
H -2.213438 -6.135676 -3.276728 0.352 0.086 0.243
H -2.011823 -4.648558 2.155253 -0.185 0.004 -0.040
H -1.059057 6.336018 1.101642 -0.860 0.135 -0.219
H -1.121441 4.591375 1.281748 0.761 -0.158 -0.123
H -3.378417 -5.649221 2.729108 0.256 0.305 0.171
H -4.714264 -2.558275 -2.392709 -1.142 -0.321 1.031
H 0.817706 0.140910 3.608312 0.049 1.014 0.208
H 5.149549 0.329404 -3.082101 -0.272 -0.080 0.138
H -6.721170 3.248668 0.482105 0.650 -0.109 -0.174
H 4.257319 6.294503 1.664618 0.496 -0.128 -0.240
H -1.352994 -3.175311 -7.008282 -0.341 0.065 -0.317
H -3.768258 3.266297 5.507663 -0.122 -0.496 0.358
H 6.279194 1.457225 1.482345 -0.046 0.181 -0.472
H -0.502888 -4.180707 0.440592 0.164 -0.295 -0.295
H -2.077016 2.666979 -0.406736 0.124 0.265 0.158
H 0.290000 -5.780411 0.757848 -0.321 0.059 0.080
H -1.259680 3.291519 -1.901427 0.505 0.353 0.480
H -2.303160 -6.308527 1.550627 0.020 0.178 -0.603
H -0.480621 2.098149 -5.028297 0.394 0.263 0.247
H 0.835014 2.879751 -2.071435 -0.087 0.199 0.520
H -2.919089 3.202964 -1.870006 -0.429 0.140 0.269
H 0.659222 9.020583 -2.353575 -0.134 -0.360 -0.922
H 0.484829 3.982520 5.716352 0.028 0.233 -0.069
H -2.258584 0.094785 -2.635568 0.921 -0.011 -0.812
H 2.070477 -0.847490 4.078279 0.612 0.171 0.698
H -4.303327 -0.423359 6.663416 -0.046 -0.155 -0.544
H 2.760580 -1.290832 -1.228784 0.131 0.111 0.054
H 3.245429 -6.183133 -0.859590 -0.659 -0.062 0.426
H 4.376333 5.231804 0.160750 0.070 -0.023 0.307
H 4.884021 -2.125576 1.975664 0.447 0.256 -0.597
H 0.373435 -1.794070 3.216919 0.883 -0.885 0.422
H -3.276061 -3.285615 -2.526910 0.556 -0.961 0.554
H -1.769461 4.292682 6.647248 -0.211 -0.157 0.186
H -3.029993 -1.159951 2.254905 0.339 -0.378 0.244
H 0.104691 1.600028 0.463552 -0.322 0.154 -0.031
H -4.221508 0.384556 -0.753063 0.037 0.354 -0.063
H -1.469857 -2.116001 -1.043268 0.065 -0.171 -0.414
H 0.711236 -1.788621 1.507456 0.392 -0.490 -0.171
H -2.607510 -0.054493 6.219668 -0.201 0.239 0.031
H 2.159144 0.899592 4.701995 -0.406 -0.314 0.053
H 4.289338 -1.157533 -3.617076 0.362 -0.058 -0.174
H 3.540246 -7.730902 -1.545658 -0.487 -0.111 -0.467
H -4.722145 -0.926071 2.341344 -0.242 0.314 0.851
H -4.233936 1.410407 0.728000 0.246 -0.290 0.044
H 2.178941 3.543316 -1.057759 -0.180 0.147 -0.143
H -6.162978 2.368327 1.962095 0.062 -0.042 -0.097
H 2.760697 6.392503 3.468510 -0.044 0.312 -0.469
H -0.002474 5.532150 0.049931 0.013 -1.030 0.017
```
Forces are in eV/Å.

***

No. 2
# C3H6FLaO2

A molecular structure, C3H6FLaO2 at a distorted geometry (ωB97M-V with the def2-TZVPD basis set, the Open Molecules 2025 dataset).

The expectation value of S² is 0.75. As for the charge: +1. The orbital gap (alpha / beta) comes out at 0.121 / 0.121 Ha. As for the spin multiplicity: 2.

XYZ file:
```
13
Properties=species:S:1:pos:R:3:forces:R:3
La 3.096787 -0.158827 0.631318 -0.648 -0.086 -0.215
F -2.948134 0.767098 -2.067311 1.416 -0.168 0.851
O 0.592195 -0.551197 0.147878 1.230 0.417 0.366
O 1.778752 1.749211 0.311495 0.763 -0.209 -0.069
C 0.573865 1.779401 0.034088 -1.423 0.394 -0.145
C -0.104063 -1.787183 0.287837 -0.689 -0.753 -0.189
C -0.247263 0.577777 0.006520 -2.061 0.400 -0.693
H 0.079859 2.739236 -0.190602 0.156 -0.245 0.108
H -0.783771 -1.743343 1.149258 0.195 -0.025 -0.216
H -0.674675 -1.992205 -0.628159 0.099 0.073 0.268
H -0.976159 0.562339 -0.943667 0.370 0.043 0.607
H 0.644014 -2.572794 0.435543 -0.126 0.105 0.003
H -1.031411 0.630491 0.825804 0.718 0.052 -0.677
```
Forces are in eV/Å.